No. 1
{
  "formula": "CI3O3S",
  "method": "ωB97M-V with the def2-TZVPD basis set",
  "e_above_lowest_kj_mol": 359.2,
  "lumo_energy_ev": [2.01, 2.01],
  "homo_energy_ev": [-5.1, -5.1],
  "charge": -1,
  "total_energy_ha": -1555.054837,
  "species": ["C", "O", "O", "O", "S", "I", "I", "I"],
  "positions_angstrom": [[0.63017, -0.72748, -2.38697], [-1.84704, -0.08880, 0.76169], [0.60401, -0.54574, 1.06565], [-0.07282, 1.29510, -0.30976], [-0.44273, 0.35881, 0.72743], [-0.76856, -1.87657, -1.34013], [-0.40089, 1.89725, 2.74535], [2.29786, -0.31257, -1.26327]]
}

=====

No. 2
{
  "formula": "C64H78BrNO26",
  "method": "ωB97M-V with the def2-TZVPD basis set",
  "lumo_energy_ev": -1.99,
  "homo_energy_ev": -9.4,
  "charge": 0,
  "total_energy_ha": -7070.483168,
  "smiles": "CCCCCCCCCCCCCCCC[C@@]1(CCCCOC)C[C@H]([C@H](Br)CC)NC1=O.O=C1C=C(O)C(=O)C=C1O.O=C1C=C(O)C(=O)C=C1O.O=C1C=C(O)C(=O)C=C1O.O=C1C=C(O)C(=O)C=C1O.O=C1C=C(O)C(=O)C=C1O.O=C1C=C(O)C(=O)C=C1O",
  "species": ["C", "C", "C", "C", "C", "C", "C", "C", "C", "C", "C", "C", "C", "C", "C", "C", "C", "C", "C", "C", "C", "O", "C", "C", "C", "C", "Br", "C", "C", "N", "C", "O", "H", "H", "H", "H", "H", "H", "H", "H", "H", "H", "H", "H", "H", "H", "H", "H", "H", "H", "H", "H", "H", "H", "H", "H", "H", "H", "H", "H", "H", "H", "H", "H", "H", "H", "H", "H", "H", "H", "H", "H", "H", "H", "H", "H", "H", "H", "H", "H", "H", "H", "H", "H", "H", "H", "C", "C", "C", "O", "C", "C", "C", "O", "O", "O", "H", "H", "H", "H", "C", "C", "C", "O", "C", "C", "C", "O", "O", "O", "H", "H", "H", "H", "C", "C", "C", "O", "C", "C", "C", "O", "O", "O", "H", "H", "H", "H", "C", "C", "C", "O", "C", "C", "C", "O", "O", "O", "H", "H", "H", "H", "C", "C", "C", "O", "C", "C", "C", "O", "O", "O", "H", "H", "H", "H", "C", "C", "C", "O", "C", "C", "C", "O", "O", "O", "H", "H", "H", "H"],
  "positions_angstrom": [[-3.02104, -2.55496, -4.62656], [-2.11085, -3.77994, -4.46090], [-0.65602, -3.65954, -5.01454], [-0.44703, -2.70295, -6.20133], [0.17051, -1.31101, -5.86800], [0.04482, -0.85157, -4.39479], [1.34702, -1.01361, -3.58517], [1.02025, -0.76183, -2.09592], [0.45094, -2.06599, -1.46366], [-0.97064, -1.88842, -0.84591], [-0.81851, -1.81838, 0.68112], [-2.14271, -1.86216, 1.45404], [-2.14426, -1.15905, 2.82789], [-1.25989, -1.79333, 3.91156], [0.26028, -1.61052, 3.72247], [0.68137, -0.17101, 3.42572], [2.16125, 0.00526, 2.92160], [2.89200, -1.20786, 2.38024], [4.36899, -0.96313, 2.03071], [4.66607, -1.03215, 0.51001], [4.36179, -2.38334, -0.10701], [5.21340, -3.40274, 0.39240], [4.51343, -4.62651, 0.38496], [2.04165, 1.15353, 1.87293], [1.70459, 2.36639, 2.71051], [1.90301, 3.75119, 2.09145], [1.75770, 5.10458, 3.51007], [0.92042, 4.07088, 0.95402], [-0.51319, 3.51535, 1.14189], [2.60495, 2.17212, 3.87346], [2.93763, 0.81336, 3.99966], [3.71196, 0.39017, 4.78124], [-2.84344, -1.81866, -3.84394], [-3.01535, -2.10667, -5.61859], [-4.04983, -2.89335, -4.45562], [-2.01644, -3.94435, -3.38063], [-2.56489, -4.69637, -4.83901], [-0.39273, -4.65681, -5.38192], [0.04323, -3.48126, -4.19994], [-1.33936, -2.57835, -6.81299], [0.26663, -3.20031, -6.86664], [-0.33950, -0.57978, -6.49781], [1.23199, -1.28728, -6.12857], [-0.14722, 0.22646, -4.40181], [-0.77723, -1.29940, -3.83575], [2.10101, -0.29659, -3.92328], [1.74736, -2.02363, -3.71214], [0.30125, 0.05324, -1.97421], [1.93865, -0.46973, -1.57509], [0.47299, -2.90551, -2.15826], [1.14043, -2.34699, -0.66221], [-1.52977, -2.80010, -1.07611], [-1.41615, -0.97853, -1.24928], [-0.24719, -2.70743, 0.97025], [-0.18458, -0.96431, 0.93575], [-2.88156, -1.32824, 0.84067], [-2.52309, -2.88468, 1.54562], [-1.95255, -0.09549, 2.66794], [-3.17491, -1.22382, 3.19693], [-1.49715, -2.85492, 4.02013], [-1.53322, -1.32734, 4.86714], [0.56765, -2.28939, 2.92644], [0.78695, -1.96420, 4.61495], [0.48745, 0.43341, 4.31742], [0.04246, 0.25629, 2.65475], [2.31288, -1.60395, 1.53916], [2.85237, -1.99414, 3.13915], [4.98136, -1.72852, 2.50916], [4.75207, 0.00036, 2.37313], [5.71650, -0.77785, 0.34435], [4.05193, -0.25191, 0.04622], [3.31453, -2.64991, 0.07167], [4.46324, -2.28087, -1.19935], [5.17603, -5.44690, 0.71190], [4.12750, -4.89248, -0.60814], [3.65547, -4.62041, 1.07228], [3.01288, 1.32884, 1.38380], [1.37911, 0.86034, 1.04991], [0.72429, 2.42555, 3.18684], [2.91095, 3.76993, 1.66816], [0.82850, 5.15678, 0.92101], [1.28726, 3.76356, -0.02770], [-1.20591, 4.26657, 0.75101], [-0.79959, 3.35726, 2.18041], [-0.69527, 2.62038, 0.54465], [3.46979, 2.70531, 3.85086], [8.17113, -5.83936, 2.24401], [7.97085, -7.12034, 1.93870], [8.82459, -8.20849, 2.51049], [8.57988, -9.36386, 2.21056], [9.91754, -7.82816, 3.39867], [10.12181, -6.53985, 3.70001], [9.24668, -5.45292, 3.15063], [9.46833, -4.30224, 3.47107], [11.10817, -6.14234, 4.50470], [6.99490, -7.50671, 1.10265], [7.55556, -5.05030, 1.83163], [10.54001, -8.62017, 3.79165], [11.03120, -5.16845, 4.55689], [7.06521, -8.47980, 1.05269], [1.30671, 2.24439, -7.58231], [1.90522, 2.91452, -8.57475], [1.20584, 4.01600, -9.31562], [1.80910, 4.60050, -10.19545], [-0.16914, 4.32882, -8.94502], [-0.76776, 3.65611, -7.95520], [-0.05882, 2.57369, -7.19765], [-0.65035, 2.00970, -6.29511], [-2.02276, 3.90395, -7.58180], [3.15032, 2.64886, -8.96353], [1.80071, 1.45015, -7.03972], [-0.66900, 5.11244, -9.49669], [-2.21083, 3.28417, -6.84943], [3.34244, 3.27265, -9.69169], [-7.95027, -2.10072, 0.93008], [-6.72139, -2.07180, 0.40035], [-6.13847, -0.81104, -0.16444], [-5.00856, -0.83990, -0.61512], [-6.95495, 0.39347, -0.14847], [-8.18452, 0.36553, 0.37835], [-8.76035, -0.88834, 0.96665], [-9.87762, -0.84700, 1.44741], [-8.96978, 1.44248, 0.41430], [-5.94284, -3.15185, 0.34280], [-8.38143, -3.00216, 1.34222], [-6.52735, 1.29092, -0.57511], [-9.79841, 1.15384, 0.84560], [-5.11137, -2.85958, -0.08143], [-6.40745, 6.80978, -1.79960], [-6.76231, 5.57229, -2.17032], [-6.02194, 4.36210, -1.68155], [-6.40038, 3.26168, -2.03739], [-4.87581, 4.56409, -0.80354], [-4.52039, 5.80067, -0.43702], [-5.27860, 7.00551, -0.90618], [-4.91703, 8.10536, -0.52342], [-3.47943, 6.03493, 0.36175], [-7.78524, 5.34101, -2.98683], [-6.93231, 7.69166, -2.14173], [-4.33940, 3.68602, -0.47128], [-3.43775, 7.00488, 0.47565], [-7.83149, 4.36997, -3.09281], [-6.59443, 11.85396, 2.00134], [-6.33218, 11.07987, 0.93716], [-7.06660, 11.26103, -0.36311], [-6.78170, 10.54581, -1.30531], [-8.09768, 12.29003, -0.43223], [-8.35650, 13.05674, 0.63323], [-7.60733, 12.89483, 1.92193], [-7.87934, 13.63730, 2.84868], [-9.29007, 14.00728, 0.61742], [-5.41714, 10.11852, 0.97263], [-6.07383, 11.73676, 2.94120], [-8.63075, 12.40002, -1.36614], [-9.27316, 14.41148, 1.50778], [-5.40166, 9.69452, 0.07923], [5.41005, -7.22316, 5.30247], [4.57088, -7.97441, 6.02614], [5.02745, -8.70518, 7.25468], [4.21281, -9.35676, 7.88030], [6.43067, -8.60054, 7.63494], [7.26993, -7.85213, 6.90917], [6.80529, -7.10097, 5.69758], [7.61194, -6.42219, 5.08708], [8.56088, -7.72934, 7.21659], [3.28769, -8.11862, 5.70497], [5.09273, -6.69008, 4.41671], [6.75231, -9.14498, 8.51145], [8.94579, -7.13715, 6.54080], [2.90558, -8.70609, 6.38717]]
}

=====

No. 3
{
  "formula": "C4H6F3N3O3S",
  "method": "ωB97M-V with the def2-TZVPD basis set",
  "lumo_energy_ev": [0.33, -4.41],
  "s_squared": 2.01,
  "homo_energy_ev": [-8.0, -10.9],
  "multiplicity": 3,
  "charge": 0,
  "total_energy_ha": -1243.457633,
  "species": ["C", "C", "C", "C", "N", "N", "N", "O", "O", "O", "F", "F", "F", "S", "H", "H", "H", "H", "H", "H"],
  "positions_angstrom": [[1.23200, -0.40002, 1.46328], [1.50942, -1.70771, -0.27627], [-2.14122, -0.23227, 0.24871], [-1.81773, 0.72384, -0.94070], [1.22858, -1.63235, 1.11316], [1.52051, 0.58288, 0.57944], [1.89714, -0.38683, -0.82357], [1.11436, 2.74797, -0.64337], [-0.49236, 2.08786, 1.13898], [-0.39853, 0.95462, -1.07135], [0.79642, -0.01928, 2.62737], [0.33840, -2.03153, -0.95078], [3.32805, -0.44419, -0.70167], [0.34901, 1.74727, 0.04176], [2.28705, -2.54458, -0.61414], [-1.48788, -1.16952, 0.17578], [-1.76188, 0.42653, 1.12097], [-3.28429, -0.49700, 0.14185], [-2.33827, 1.63214, -0.79868], [-1.87877, 0.16218, -1.83076]]
}

=====

No. 4
{
  "formula": "H12LiO6",
  "method": "ωB97M-V with the def2-TZVPD basis set",
  "e_above_lowest_kj_mol": 280.7,
  "lumo_energy_ev": -3.74,
  "homo_energy_ev": -14.1,
  "charge": 1,
  "total_energy_ha": -465.954233,
  "species": ["Li", "O", "H", "H", "O", "H", "H", "O", "H", "H", "O", "H", "H", "O", "H", "H", "O", "H", "H"],
  "positions_angstrom": [[-0.07305, 0.01679, -0.77568], [1.05895, 0.83779, 0.78632], [1.82095, 0.33279, 1.13132], [1.52695, 1.62279, 0.59132], [-1.66005, -0.47721, 1.23332], [-0.93105, -0.21021, 1.83432], [-2.25105, -1.15921, 1.50532], [1.66295, 0.25279, -2.11968], [1.15495, 0.27179, -2.88968], [2.52395, -0.12521, -2.43568], [0.03395, -1.85521, -0.46968], [0.19795, -1.94721, 0.46132], [0.90895, -2.27721, -0.82868], [-0.53605, 1.27279, 2.40732], [0.03795, 1.59779, 3.11232], [-0.03705, 0.96679, 1.48832], [-1.42705, 0.43979, -1.71768], [-2.23405, 0.67979, -1.17668], [-1.77805, -0.24021, -2.13768]]
}

=====

Which of these has the lowest charge?
CI3O3S

=====

Among the records above, which one has the highest charge?
H12LiO6